1.
A 19-piece molecular cluster, H38O19 overall in a non-equilibrium geometry, computed with wB97M-V/def2-TZVPD.

Positions of all 57 atoms, in Å:
O: -0.3308 -3.8892 -0.9427
H: 0.3282 -3.2058 -0.8901
H: 0.0880 -4.3999 -1.7572
O: 2.5335 -2.7994 -2.1931
H: 3.2180 -2.5922 -1.5086
H: 2.6454 -2.5015 -2.9781
O: -2.5959 -2.1281 3.5882
H: -3.2538 -2.3948 2.9371
H: -2.2997 -1.3480 3.3567
O: 3.1404 1.0655 0.7818
H: 2.7381 1.8222 0.2531
H: 3.1980 1.2604 1.7372
O: -0.4802 -3.5027 1.6875
H: -1.3319 -3.9749 2.0625
H: -0.5513 -3.6899 0.7185
O: 3.0723 -1.9568 0.3233
H: 2.4637 -2.7059 0.7980
H: 3.2319 -1.8627 1.3094
O: 1.2929 0.5872 2.2565
H: 0.6374 1.0826 1.7746
H: 2.0062 0.3552 1.6726
O: -1.9717 4.2174 1.4217
H: -1.0573 4.4833 1.5419
H: -2.2707 3.9936 0.5341
O: 1.5680 3.1015 0.0035
H: 1.7568 3.2212 -1.0298
H: 2.3623 3.4847 0.4208
O: -1.6587 3.3377 -2.0800
H: -1.3946 4.1490 -2.4395
H: -2.5440 3.2824 -2.2742
O: -3.5340 0.4561 -1.5523
H: -4.0641 0.3308 -2.4598
H: -2.8661 -0.2753 -1.6290
O: -4.1039 -0.9496 1.4846
H: -4.5743 -0.2972 2.0559
H: -3.6435 -0.5919 0.7455
O: -0.7393 -0.2770 -1.9670
H: -1.0560 0.6590 -2.2904
H: -0.3432 -0.0511 -1.3091
O: 1.9058 0.6721 -3.0373
H: 1.1966 0.9148 -3.6271
H: 1.5375 -0.0639 -2.6703
O: 2.7748 3.1133 -2.4438
H: 2.5389 3.7511 -2.9323
H: 2.9027 2.3364 -2.7390
O: 1.9878 -4.8733 -0.2003
H: 1.4506 -4.5460 0.5637
H: 2.0780 -4.0611 -0.7541
O: 0.0865 2.1953 -3.8512
H: -0.7435 2.0661 -3.3815
H: 0.2730 3.0687 -4.1309
O: -0.3974 -0.4421 4.4792
H: -0.1963 0.0293 3.7369
H: -1.1709 -0.1059 4.9337
O: -2.3036 1.4337 2.7037
H: -2.9702 1.1118 3.1832
H: -2.2918 2.3723 2.7676

Summary:
HOMO-LUMO gap, eV: 9.42
Energy relative to the best compared isomer or geometry (same formula, charge and spin), kJ/mol: 925.1
Net charge: 0

Here are the Löwdin charges for atoms 1 to 5, given in e: atom 1 (O): -0.10, atom 2 (H): 0.00, atom 3 (H): 0.14, atom 4 (O): 0.02, atom 5 (H): 0.06

=====

2.
C10H24ClI2N2P2Tc as an isolated structure in a non-equilibrium geometry, computed with wB97M-V/def2-TZVPD.

Positions of all 42 atoms, in Å:
I: -1.6871 1.7554 -2.3058
I: -0.8337 -2.4426 -2.5793
Tc: -0.5061 -0.2017 -1.0439
P: 1.6516 -0.4850 -1.7653
C: 1.8128 0.1305 -3.4802
C: 2.9342 0.4157 -0.8101
H: 3.9140 0.2259 -1.2683
H: 3.5711 -1.9185 -2.0962
H: 2.9331 0.0355 0.2187
H: 2.3584 -2.6821 -1.0210
H: 1.3561 1.1233 -3.5599
H: 2.7208 1.4908 -0.8113
C: 2.4990 -2.1093 -1.9422
H: 2.8771 0.1794 -3.7405
H: 2.0903 -2.6636 -2.7943
H: 1.2947 -0.5528 -4.1628
P: -2.2164 -1.1595 0.1305
C: -3.8232 -0.8855 -0.7061
C: -2.3762 -2.9610 0.4611
H: -1.5872 -0.7666 2.4338
H: -3.3640 -0.9277 2.2526
H: -2.5466 0.6034 1.7787
C: -2.4540 -0.4890 1.8213
H: -1.4330 -3.3279 0.8756
H: -3.1854 -3.1048 1.1916
H: -4.6333 -1.1614 -0.0204
H: -3.8775 -1.5063 -1.6067
H: -2.6104 -3.4957 -0.4667
H: -3.9164 0.1664 -1.0009
Cl: 0.7009 -1.8240 0.8081
C: 1.2879 2.3789 3.6819
N: 0.7548 2.3020 2.3374
C: 0.4517 3.3677 1.4920
C: 0.0505 2.8194 0.3061
N: 0.0689 1.4246 0.4221
C: 0.5104 1.1555 1.6514
H: 1.3563 3.4332 3.9639
H: 0.6311 1.8486 4.3815
H: 2.2841 1.9200 3.7278
H: 0.5355 4.4035 1.7834
H: -0.2696 3.3150 -0.5998
H: 0.6747 0.1701 2.0623

Summary:
HOMO-LUMO gap (spin up / spin down), eV: 5.41 / 4.26
Energy relative to the best compared isomer or geometry (same formula, charge and spin), kJ/mol: 6.4
Net charge: +3
Spin multiplicity: 4

Here are the Löwdin charges for atoms 1 to 5, given in e: atom 1 (I): 0.75, atom 2 (I): 0.93, atom 3 (Tc): 0.34, atom 4 (P): 0.58, atom 5 (C): -0.22

=====

3.
C63H58N12PTi as an isolated structure in a non-equilibrium geometry, computed with wB97M-V/def2-TZVPD.

Positions of all 135 atoms, in Å:
Ti: -0.9957 1.5667 -0.2750
C: 0.7518 7.6401 1.6202
C: -0.4933 7.6296 2.3066
C: -1.3368 6.5459 2.2314
C: -0.9386 5.4422 1.4554
C: -1.5771 4.2072 1.1505
N: -2.7887 3.8577 1.5853
C: -3.4196 2.8211 1.0855
C: -4.8037 2.4972 1.3582
C: -5.7375 3.0478 2.2379
C: -7.0328 2.5673 2.2023
C: -7.4053 1.5583 1.2901
C: -6.4853 1.0208 0.4100
C: -5.1720 1.4942 0.4564
C: -4.0121 1.2125 -0.3529
N: -4.0462 0.4957 -1.4713
C: -3.0123 0.4040 -2.2657
N: -1.6738 0.7731 -2.0043
C: -0.9326 0.5570 -3.1787
N: 0.3263 0.5744 -3.3863
C: 1.2328 0.6176 -2.2465
N: 0.7734 1.6156 -1.2091
C: 1.6076 2.6977 -1.2076
N: 1.4988 3.8566 -0.6355
C: 0.4009 4.2251 0.0695
N: -0.7334 3.4861 0.2987
C: 0.2893 5.4592 0.7625
C: 1.1483 6.5687 0.8546
C: 2.7713 2.4259 -2.0686
C: 3.8923 3.2050 -2.3004
C: 4.8347 2.7360 -3.2075
C: 4.6264 1.5254 -3.8703
C: 3.4864 0.7669 -3.6288
C: 2.5652 1.2205 -2.7014
C: -1.8729 0.1343 -4.2348
C: -1.6641 -0.1384 -5.5796
C: -2.7376 -0.5954 -6.3297
C: -3.9957 -0.7772 -5.7306
C: -4.2019 -0.4939 -4.3910
C: -3.1185 -0.0296 -3.6432
N: -2.9519 1.9627 0.1043
H: 1.3943 8.5089 1.7044
H: -0.7779 8.4930 2.8983
H: -2.2845 6.5246 2.7578
H: -5.4399 3.8284 2.9282
H: -7.7768 2.9703 2.8806
H: -8.4291 1.2021 1.2821
H: -6.7644 0.2517 -0.3017
H: 2.1023 6.5620 0.3387
H: 4.0025 4.1510 -1.7840
H: 5.7290 3.3149 -3.4110
H: 5.3591 1.1724 -4.5862
H: 3.3300 -0.1540 -4.1690
H: -0.6819 0.0015 -6.0185
H: -2.6097 -0.8127 -7.3839
H: -4.8183 -1.1431 -6.3337
H: -5.1704 -0.6211 -3.9225
C: -1.0106 0.1980 1.1809
C: -1.0174 -0.3939 2.2741
C: -0.9741 -1.0490 3.4951
C: -1.7285 -2.2716 3.6645
C: -2.5540 -2.7443 2.6128
C: -3.2586 -3.9310 2.6965
C: -3.2176 -4.7175 3.8483
C: -2.4842 -4.2344 4.9271
C: -1.7718 -3.0436 4.8523
C: -0.1961 -0.3979 4.5751
C: -0.2584 0.9960 4.7432
C: 0.4319 1.6420 5.7575
C: 1.2312 0.9264 6.6433
C: 1.3412 -0.4479 6.4723
C: 0.6460 -1.0959 5.4569
H: -2.6404 -2.1235 1.7307
H: -3.8651 -4.2436 1.8523
H: -3.7543 -5.6568 3.9086
H: -2.4702 -4.7938 5.8572
H: -1.2621 -2.6906 5.7372
H: -0.8684 1.5697 4.0528
H: 0.3467 2.7200 5.8511
H: 1.7713 1.4308 7.4361
H: 1.9878 -1.0236 7.1267
H: 0.7886 -2.1604 5.3163
C: -0.9584 -2.4490 -0.7267
C: 0.4551 -3.0519 -0.6522
C: 0.9760 -2.6690 0.7524
C: 0.3376 -4.5814 -0.7270
P: 1.5535 -2.1910 -1.9282
N: 1.3649 -0.6740 -1.6532
C: 3.3842 -2.6629 -1.5627
C: 3.6321 -4.0974 -1.0708
C: 4.2694 -2.4383 -2.8246
C: 3.9157 -1.6998 -0.4835
C: 1.1152 -2.9304 -3.6393
C: 1.7279 -4.3169 -3.8504
C: -0.4181 -3.0484 -3.7504
C: 1.5090 -2.0198 -4.8234
H: -1.5031 -2.7782 0.1602
H: -1.5259 -2.7669 -1.5966
H: -0.9228 -1.3652 -0.6999
H: 0.2778 -3.0622 1.5002
H: 1.0004 -1.5861 0.8721
H: 1.9573 -3.0860 0.9718
H: -0.2438 -4.9033 0.1424
H: 1.2927 -5.1007 -0.6908
H: -0.1975 -4.9217 -1.6127
H: 3.3711 -4.8509 -1.8152
H: 3.1060 -4.3291 -0.1492
H: 4.7046 -4.1977 -0.8641
H: 4.9260 -3.3000 -2.9815
H: 4.8979 -1.5562 -2.7009
H: 3.7139 -2.2939 -3.7398
H: 5.0095 -1.6988 -0.5169
H: 3.6152 -2.0084 0.5161
H: 3.5614 -0.6822 -0.6448
H: 1.4164 -5.0280 -3.0847
H: 2.8165 -4.2996 -3.8806
H: 1.3748 -4.6969 -4.8171
H: -0.8346 -3.8173 -3.1051
H: -0.6602 -3.3221 -4.7840
H: -0.9175 -2.1003 -3.5435
H: 2.5637 -2.0742 -5.0883
H: 1.2324 -0.9820 -4.6401
H: 0.9523 -2.3575 -5.7058
N: 4.0972 -0.1160 2.9064
C: 3.2560 0.9933 2.8802
C: 2.1659 1.0497 2.0013
N: 1.3313 2.0653 2.0129
C: 1.5880 3.0656 2.8578
C: 2.6969 3.0315 3.6738
N: 3.5387 1.9924 3.6993
H: 3.6735 -0.9732 2.5946
H: 4.6041 -0.2019 3.7719
H: 1.9522 0.2449 1.3010
H: 0.8842 3.8918 2.8876
H: 2.9199 3.8569 4.3429

Summary:
HOMO-LUMO gap (spin up / spin down), eV: 4.19 / 4.59
Energy relative to the best compared isomer or geometry (same formula, charge and spin), kJ/mol: 0.0
Net charge: -2
Spin multiplicity: 2

Here are the Löwdin charges for atoms 1 to 5, given in e: atom 1 (Ti): 1.06, atom 2 (C): -0.12, atom 3 (C): -0.12, atom 4 (C): -0.04, atom 5 (C): -0.14

=====

4.
C2H5OS as an isolated structure in a non-equilibrium geometry, computed with wB97M-V/def2-TZVPD.

Positions of all 9 atoms, in Å:
C: -0.5508 -1.8078 -0.2466
S: -0.5139 0.0074 -0.5046
H: 0.2435 -2.1197 0.4376
H: -1.5092 -2.0222 0.2280
H: -0.4629 -2.3692 -1.1757
O: 1.8101 1.8733 0.7123
C: 0.6565 1.9695 0.2852
H: -0.1579 2.1386 1.0032
H: 0.4844 2.3300 -0.7393

Summary:
HOMO-LUMO gap, eV: 7.07
Energy relative to the best compared isomer or geometry (same formula, charge and spin), kJ/mol: 108.1
Net charge: -1

Here are the Löwdin charges for atoms 1 to 5, given in e: atom 1 (C): -0.64, atom 2 (S): 0.34, atom 3 (H): -0.01, atom 4 (H): -0.03, atom 5 (H): -0.02

=====

5.
An isolated molecule of C5H6O in a non-equilibrium geometry, computed with wB97M-V/def2-TZVPD.

Positions of all 12 atoms, in Å:
C: -2.6259 -0.4324 -0.1668
C: -1.6843 0.3430 0.0697
C: -0.3924 0.9734 0.1349
C: 0.7098 0.0731 -0.5178
C: 1.7049 -0.7013 0.2844
H: -3.4656 -1.0355 -0.1750
H: -0.0152 1.0735 1.1677
H: -0.4409 2.0055 -0.1929
H: 0.5159 -0.3621 -1.5516
H: 1.5921 -0.8258 1.4104
H: 2.0476 -1.6131 -0.2085
O: 2.0540 0.5017 -0.2547

Summary:
SMILES: C#CC[C@@H]1CO1
HOMO-LUMO gap, eV: 11.03
Energy relative to the best compared isomer or geometry (same formula, charge and spin), kJ/mol: 318.0
Net charge: 0

Here are the Löwdin charges for atoms 1 to 5, given in e: atom 1 (C): 0.13, atom 2 (C): -0.13, atom 3 (C): -0.17, atom 4 (C): -0.25, atom 5 (C): -0.18

=====

6.
An isolated molecule of C2H5ClO2Si in a non-equilibrium geometry, computed with wB97M-V/def2-TZVPD.

Positions of all 11 atoms, in Å:
C: 1.5662 1.3091 -0.3634
C: 0.8404 0.5414 0.4553
O: -1.4319 -1.3394 1.5410
O: -1.1662 -0.9463 -1.3169
Si: -0.8560 -0.2037 0.0552
Cl: -2.2518 1.3009 0.0010
H: 2.5638 1.5538 -0.0888
H: 1.5064 1.6797 -1.3793
H: 1.4234 0.1738 1.3954
H: -1.3354 -2.3236 1.4163
H: -0.8589 -1.7458 -1.7158

Summary:
SMILES: C=C[Si](O)(O)Cl
HOMO-LUMO gap, eV: 10.98
Net charge: 0

Here are the Löwdin charges for atoms 1 to 5, given in e: atom 1 (C): -0.07, atom 2 (C): -0.24, atom 3 (O): -0.30, atom 4 (O): -0.14, atom 5 (Si): 0.10

=====

7.
An isolated molecule of C14H22N4O2S in a non-equilibrium geometry, computed with wB97M-V/def2-TZVPD.

Positions of all 43 atoms, in Å:
C: -7.0429 -0.2828 1.5903
C: -7.1582 -0.5966 0.1046
H: -7.3403 0.3243 -0.4490
H: -7.9972 -1.2749 -0.0632
C: -5.8846 -1.2499 -0.4376
C: -4.7285 -0.3190 -0.4214
N: -4.8015 0.9455 -0.6231
N: -3.6351 1.5806 -0.5848
C: -2.6411 0.7910 -0.3503
N: -1.3441 1.2204 -0.2697
C: -0.2937 0.3703 -0.0275
O: -0.4663 -0.8160 0.1341
C: 1.0426 1.0658 0.0116
H: 1.2095 1.5891 -0.9327
H: 1.0351 1.8232 0.7991
C: 2.1783 0.0783 0.2626
C: 3.5074 0.8196 0.3349
O: 3.5650 2.0289 0.1963
N: 4.6067 0.0758 0.5821
C: 4.6816 -1.3638 0.6753
H: 3.6872 -1.8031 0.7116
C: 5.4714 -1.9254 -0.5104
C: 6.8641 -1.3015 -0.5483
C: 6.7464 0.2201 -0.5893
C: 5.9103 0.7117 0.5912
H: 5.7520 1.7896 0.5362
H: 6.4134 0.4687 1.5340
H: 7.7340 0.6808 -0.5520
H: 6.2622 0.5262 -1.5186
H: 7.4131 -1.6608 -1.4203
H: 7.4191 -1.5997 0.3445
H: 5.5404 -3.0102 -0.4200
H: 4.9412 -1.6924 -1.4361
H: 5.2025 -1.6179 1.6072
H: 1.9941 -0.4503 1.1999
H: 2.2021 -0.6573 -0.5436
H: -1.1950 2.2106 -0.4041
S: -3.0793 -0.8854 -0.1422
H: -5.6342 -2.1379 0.1466
H: -6.0519 -1.5681 -1.4716
H: -6.8462 -1.1883 2.1613
H: -7.9651 0.1611 1.9567
H: -6.2326 0.4204 1.7642

Summary:
SMILES: CCCc1nnc(NC(=O)CCC(=O)N2CCCCC2)s1
HOMO-LUMO gap, eV: 9.59
Energy relative to the best compared isomer or geometry (same formula, charge and spin), kJ/mol: 43.5
Net charge: 0

Here are the Löwdin charges for atoms 1 to 5, given in e: atom 1 (C): -0.11, atom 2 (C): -0.26, atom 3 (H): 0.10, atom 4 (H): 0.10, atom 5 (C): -0.22

=====

8.
C43H35N4O2S6Tc as an isolated structure in a non-equilibrium geometry, computed with wB97M-V/def2-TZVPD.

Positions of all 91 atoms, in Å:
Tc: 0.4054 0.2168 -0.1657
C: -3.5601 1.9048 -0.3893
C: -2.2770 1.1897 -0.6315
N: -1.4718 0.7943 0.3350
N: -1.8658 0.9466 1.5979
C: -0.9961 0.7796 2.5443
N: -1.3491 0.8181 3.8345
S: 0.7057 0.4862 2.2031
C: -1.8186 0.8393 -1.9459
C: -2.5263 1.0920 -3.1294
C: -2.0462 0.6044 -4.3274
C: -0.9051 -0.1900 -4.3086
C: -0.2418 -0.3707 -3.1118
N: -0.6305 0.1784 -1.9666
H: -3.7159 2.0239 0.6779
H: -4.3923 1.3450 -0.8119
H: -3.5291 2.8852 -0.8629
H: -2.2820 1.1024 4.0853
H: -0.6242 0.8870 4.5284
H: -3.4375 1.6668 -3.0956
H: -2.5413 0.8218 -5.2610
H: -0.5240 -0.6504 -5.2053
H: 0.6434 -0.9813 -3.0806
C: 8.1715 2.2911 -0.2591
C: 6.8213 1.6662 -0.1432
C: 6.6919 0.2902 0.0262
C: 5.4449 -0.2987 0.0880
C: 4.3198 0.4990 -0.0260
C: 4.4176 1.8725 -0.1465
C: 5.6728 2.4507 -0.2043
S: 2.7380 -0.3566 -0.0900
O: 2.8769 -1.5346 0.7582
C: 2.8385 -0.8776 -1.8055
C: 3.0174 0.1486 -2.7529
C: 3.0018 -0.1440 -4.0835
C: 2.7660 -1.4671 -4.5233
C: 2.7135 -1.7853 -5.8942
C: 2.5054 -3.0729 -6.3044
C: 2.3030 -4.0890 -5.3608
C: 2.3140 -3.8086 -4.0229
C: 2.5691 -2.4995 -3.5645
C: 2.6329 -2.1870 -2.1718
C: 2.5149 -3.3045 -1.2090
C: 3.5636 -4.2717 -1.1823
C: 4.7881 -4.0728 -1.8577
C: 5.7833 -5.0088 -1.7919
C: 5.6109 -6.1858 -1.0474
C: 4.4431 -6.4034 -0.3717
C: 3.3987 -5.4549 -0.4125
C: 2.1914 -5.6590 0.2869
C: 1.2292 -4.6907 0.3067
C: 1.4125 -3.4994 -0.4090
S: 0.1591 -2.1965 -0.1635
O: -0.9792 -2.5062 -1.0271
C: -0.3329 -2.5638 1.5248
C: 0.6270 -2.6701 2.5213
C: 0.2206 -2.8388 3.8290
C: -1.1331 -2.8846 4.1577
C: -1.5419 -3.0618 5.5839
C: -2.0764 -2.7552 3.1454
C: -1.6817 -2.5907 1.8287
H: 8.8900 1.5831 -0.6632
H: 8.5265 2.6094 0.7211
H: 8.1300 3.1668 -0.9010
H: 7.5756 -0.3263 0.0992
H: 5.3251 -1.3632 0.2249
H: 3.5312 2.4858 -0.1969
H: 5.7634 3.5217 -0.3077
H: 3.1759 1.1598 -2.4098
H: 3.1723 0.6317 -4.8121
H: 2.8430 -0.9898 -6.6129
H: 2.4811 -3.3149 -7.3544
H: 2.1301 -5.0999 -5.6936
H: 2.1290 -4.5953 -3.3072
H: 4.9453 -3.1603 -2.4139
H: 6.7184 -4.8436 -2.3059
H: 6.4071 -6.9141 -1.0105
H: 4.3062 -7.3007 0.2150
H: 2.0450 -6.5807 0.8305
H: 0.3140 -4.8357 0.8600
H: 1.6749 -2.6250 2.2705
H: 0.9626 -2.9403 4.6066
H: -0.9767 -3.8690 6.0451
H: -2.6016 -3.2828 5.6682
H: -1.3312 -2.1524 6.1454
H: -3.1287 -2.7866 3.3835
H: -2.4014 -2.5002 1.0299
S: 1.2061 5.2070 0.0285
C: 1.1806 3.5946 0.4564
S: 0.9071 2.4805 -0.8493
S: 1.4283 3.1912 2.0642

Summary:
HOMO-LUMO gap (spin up / spin down), eV: 6.35 / 5.59
Energy relative to the best compared isomer or geometry (same formula, charge and spin), kJ/mol: 116.4
Net charge: +1
Spin multiplicity: 4

Here are the Löwdin charges for atoms 1 to 5, given in e: atom 1 (Tc): 0.78, atom 2 (C): 0.00, atom 3 (C): -0.24, atom 4 (N): -0.15, atom 5 (N): 0.01

=====

Number 1: DFT total energy -1452.0874 Eh. Number 2: DFT total energy -2322.9739 Eh. Number 3: DFT total energy -4283.5951 Eh. Number 4: DFT total energy -552.6162 Eh. Number 5: DFT total energy -269.2251 Eh. Number 6: DFT total energy -979.4541 Eh. Number 7: DFT total energy -1314.4041 Eh. Number 8: DFT total energy -4498.8024 Eh.